[1]
A molecular structure, C46H39BrN5O3S2W in a non-equilibrium geometry, computed with ωB97M-V/def2-TZVPD.

Structure (XYZ):
```
97
Properties=species:S:1:pos:R:3:mulliken_charge:R:1
W -0.629 0.723 0.260 -0.012
C 3.662 4.757 -0.384 -0.685
S 1.936 5.109 -0.854 -0.029
C 1.148 3.687 -0.181 0.300
S 0.823 2.461 -1.368 -0.179
N 0.838 3.604 1.057 -1.944
N 0.201 2.508 1.485 1.471
C -0.153 2.560 2.781 -1.052
C -0.786 1.476 3.382 1.173
C -1.047 1.473 4.777 -1.378
C -1.446 0.329 5.398 -0.521
C -1.606 -0.829 4.615 -1.105
C -1.436 -0.741 3.258 0.234
N -1.063 0.371 2.593 0.697
H 4.186 5.709 -0.396 0.398
H 4.103 4.085 -1.115 0.180
H 3.678 4.323 0.612 0.209
H 0.106 3.446 3.345 0.491
H -0.906 2.393 5.321 0.537
H -1.615 0.297 6.462 0.470
H -1.869 -1.768 5.070 0.535
H -1.605 -1.628 2.660 0.275
O 0.922 0.112 0.918 0.570
C 1.824 -0.839 1.414 1.165
C 1.321 -2.205 0.905 -1.729
C 1.390 -2.226 -0.593 -0.331
C 2.067 -3.254 -1.239 -0.729
C 2.118 -3.262 -2.621 -1.246
C 1.501 -2.232 -3.309 -0.905
C 0.865 -1.217 -2.597 -0.681
C 0.257 -0.063 -3.336 -1.447
C -1.163 0.359 -2.862 2.095
O -1.149 0.528 -1.456 1.186
C -2.179 -0.727 -3.238 0.387
C -2.058 -1.993 -2.678 0.036
C -2.960 -2.996 -2.980 -0.870
C -4.017 -2.746 -3.836 -0.867
C -4.139 -1.494 -4.411 -0.918
C -3.227 -0.493 -4.120 -0.787
C -1.558 1.706 -3.471 -0.468
C -0.878 2.330 -4.508 -0.095
C -1.263 3.591 -4.931 -1.049
C -2.302 4.260 -4.308 -0.571
C -3.009 3.630 -3.298 -1.202
C -2.658 2.348 -2.911 -0.088
N 0.802 -1.223 -1.258 1.571
C 1.852 -0.746 2.942 0.090
C 2.186 0.488 3.491 -0.038
C 2.249 0.660 4.861 -0.937
C 1.983 -0.404 5.706 -0.580
C 1.655 -1.636 5.167 -1.114
C 1.588 -1.810 3.794 0.202
C 3.249 -0.571 0.941 0.015
C 4.260 -1.501 1.154 -0.086
C 5.568 -1.197 0.817 -0.945
C 5.884 0.038 0.276 -0.694
C 4.880 0.962 0.049 -1.307
C 3.570 0.656 0.380 0.428
H 0.287 -2.302 1.247 0.308
H 1.916 -3.023 1.304 1.061
H 2.538 -4.040 -0.668 0.551
H 2.627 -4.056 -3.148 0.476
H 1.526 -2.216 -4.388 0.576
H 0.210 -0.308 -4.398 0.874
H 0.928 0.795 -3.206 0.378
H -1.259 -2.203 -1.989 0.220
H -2.829 -3.976 -2.546 0.499
H -4.745 -3.516 -4.043 0.419
H -4.953 -1.283 -5.087 0.471
H -3.344 0.471 -4.588 0.433
H -0.051 1.852 -5.005 0.460
H -0.733 4.058 -5.747 0.449
H -2.575 5.258 -4.621 0.424
H -3.829 4.124 -2.799 0.458
H -3.251 1.830 -2.170 0.719
H 2.407 1.309 2.825 0.538
H 2.512 1.624 5.267 0.503
H 2.040 -0.271 6.776 0.457
H 1.449 -2.471 5.820 0.474
H 1.332 -2.784 3.407 0.407
H 4.041 -2.458 1.603 0.388
H 6.348 -1.924 0.989 0.461
H 6.910 0.282 0.043 0.424
H 5.120 1.925 -0.376 0.393
H 2.777 1.374 0.213 0.373
O -5.791 -1.759 1.018 -0.537
C -4.482 -1.770 0.774 0.475
C -3.721 -2.934 0.638 -1.364
C -2.364 -2.815 0.432 -0.316
N -1.743 -1.633 0.375 0.808
C -2.452 -0.502 0.473 0.492
Br -2.471 2.585 0.408 -0.267
C -3.828 -0.537 0.661 -1.401
H -6.164 -2.649 1.094 0.331
H -4.174 -3.912 0.701 0.439
H -1.744 -3.696 0.328 0.421
H -4.414 0.366 0.747 0.594
```

Output
- Charge: +1
- Gap between HOMO and LUMO: 6.31 eV

---

[2]
A molecular structure, C46H40AsBrF5LaN4O5PS in a non-equilibrium geometry, computed with ωB97M-V/def2-TZVPD.

Structure (XYZ):
```
105
Properties=species:S:1:pos:R:3:mulliken_charge:R:1
La -2.040 0.055 0.537 1.149
C -5.146 2.155 -2.675 -1.955
C -4.028 1.644 -1.814 0.957
N -4.209 0.751 -0.913 0.626
O -5.502 0.261 -0.731 -0.498
C -2.658 2.176 -1.995 -0.188
C -2.377 3.433 -2.754 -1.791
N -1.706 1.510 -1.406 1.010
O -0.485 1.918 -1.507 -0.645
H -5.791 1.337 -3.002 0.521
H -4.756 2.638 -3.565 0.362
H -5.756 2.886 -2.136 0.358
H -6.113 0.822 -1.224 0.282
H -2.865 3.464 -3.731 0.445
H -1.301 3.496 -2.893 0.300
H -2.695 4.316 -2.188 0.255
F -5.470 4.976 4.531 -0.337
C -4.410 4.346 4.003 0.626
C -4.511 3.683 2.800 -0.498
F -5.680 3.674 2.140 -0.317
C -3.404 3.044 2.286 -0.807
F -3.553 2.421 1.100 0.344
C -2.163 3.006 2.898 0.885
S -0.797 2.198 2.179 -0.509
C -2.106 3.693 4.110 0.325
F -0.960 3.742 4.800 -0.334
C -3.196 4.349 4.654 0.098
F -3.084 4.998 5.824 -0.316
C -0.247 -1.082 3.510 -1.567
C -0.820 -1.324 2.120 1.102
O -1.057 -2.512 1.826 -0.713
H 0.071 -2.023 3.981 0.360
H -1.029 -0.613 4.117 0.246
H 0.578 -0.367 3.465 0.206
C -3.500 -3.748 -1.477 -0.883
C -2.869 -2.450 -1.696 0.670
N -2.381 -1.418 -1.814 -0.452
H -3.859 -4.159 -2.417 0.429
H -4.325 -3.607 -0.781 0.011
H -2.772 -4.424 -1.030 0.276
Br -7.713 -5.039 2.696 -0.220
C -6.600 -3.625 3.295 -0.039
C -6.647 -3.236 4.624 -0.164
N -5.891 -2.248 5.105 -0.653
C -5.069 -1.625 4.254 -0.216
C -4.963 -1.960 2.912 -0.195
C -5.746 -2.988 2.420 -0.222
C -4.006 -1.231 2.008 0.956
O -3.467 -0.177 2.453 -0.681
O -3.779 -1.706 0.864 -0.682
H -7.315 -3.734 5.319 0.356
H -4.458 -0.822 4.650 0.608
H -5.676 -3.265 1.376 0.418
C 1.690 0.175 -2.178 -1.609
C 3.007 -0.544 -2.417 -0.573
As 4.252 0.492 -3.525 0.201
C 5.881 -0.504 -3.086 0.074
C 5.870 -1.832 -2.664 -0.066
C 7.063 -2.490 -2.371 -0.713
C 8.278 -1.832 -2.501 -0.404
C 8.298 -0.510 -2.937 -0.596
C 7.109 0.143 -3.230 -0.291
C 4.499 1.961 -2.263 0.042
C 5.073 1.785 -1.004 0.228
C 5.221 2.865 -0.145 -0.736
C 4.788 4.130 -0.529 -0.398
C 4.205 4.311 -1.776 -0.605
C 4.065 3.229 -2.639 -0.358
P 0.679 -0.506 -0.770 -0.212
C 0.823 -2.329 -1.119 1.686
C 0.523 -2.685 -2.443 -0.691
C 0.464 -4.008 -2.852 -0.731
C 0.683 -5.029 -1.933 -0.712
C 0.938 -4.701 -0.611 -0.864
C 1.000 -3.368 -0.206 -0.498
C 1.908 -0.091 0.547 2.934
C 1.966 1.274 0.850 -1.916
C 2.820 1.751 1.834 -1.021
C 3.652 0.878 2.521 -0.728
C 3.629 -0.475 2.207 -1.052
C 2.764 -0.955 1.231 -1.171
H 1.069 0.192 -3.076 0.750
H 1.846 1.216 -1.894 0.706
H 2.851 -1.496 -2.921 0.733
H 3.519 -0.749 -1.473 0.234
H 4.936 -2.369 -2.551 0.382
H 7.035 -3.520 -2.034 0.383
H 9.204 -2.342 -2.262 0.362
H 9.241 0.012 -3.046 0.364
H 7.135 1.176 -3.558 0.356
H 5.400 0.800 -0.684 0.302
H 5.664 2.715 0.833 0.358
H 4.895 4.969 0.147 0.404
H 3.859 5.293 -2.079 0.406
H 3.614 3.373 -3.615 0.334
H 0.321 -1.904 -3.169 0.314
H 0.237 -4.243 -3.886 0.426
H 0.636 -6.066 -2.243 0.374
H 1.076 -5.484 0.126 0.397
H 1.122 -3.164 0.845 0.103
H 1.304 1.964 0.331 0.935
H 2.813 2.808 2.075 0.538
H 4.312 1.247 3.298 0.426
H 4.279 -1.167 2.730 0.413
H 2.783 -2.008 1.004 0.484
```

Output
- Charge: -1
- Gap between HOMO and LUMO: 5.87 eV

---

What are the energy relative to the best compared isomer or geometry (same formula, charge and spin) values for these records? In order: 70.6; 12.6 kcal/mol.